Formula: C16H58N6O13
Source: the Open Molecules 2025 dataset
Level of theory: the ωB97M-V functional and the def2-TZVPD basis

Output
Largest force on an atom = 0.0577 Eh/bohr
Energy above the lowest of the compared OMol25 structures with the same formula, charge and spin = 0.000 eV
LUMO level = 0.11 eV

Last columns: bonded neighbours and bond lengths (Å).
Atoms and positions in Å:
1 C 21.39 -7.43 -8.12  O2 1.432, H3 1.095, H4 1.090, H5 1.088
2 O 22.70 -6.86 -8.23  C1 1.432, H6 0.963
3 H 21.13 -7.52 -9.19  C1 1.095
4 H 21.27 -8.49 -7.88  C1 1.090
5 H 20.64 -6.83 -7.62  C1 1.088
6 H 23.21 -7.12 -7.45  O2 0.963
7 C 25.29 -15.42 -6.75  O8 1.450, H9 1.088, H10 1.091, H11 1.085
8 O 24.18 -14.68 -7.33  C7 1.450, H12 0.962
9 H 24.85 -16.28 -6.25  C7 1.088
10 H 25.85 -15.66 -7.66  C7 1.091
11 H 25.86 -14.78 -6.08  C7 1.085
12 H 23.86 -15.05 -8.15  O8 0.962
13 C 18.29 -16.05 -7.32  O14 1.402, H15 1.100, H16 1.096, H17 1.089
14 O 17.64 -17.17 -7.86  C13 1.402, H18 0.955
15 H 19.32 -16.09 -7.70  C13 1.100
16 H 17.91 -15.16 -7.84  C13 1.096
17 H 18.30 -15.93 -6.24  C13 1.089
18 H 17.00 -16.94 -8.53  O14 0.955
19 C 24.86 -11.40 -9.11  O20 1.451, H21 1.089, H22 1.093, H23 1.093
20 O 25.79 -12.40 -8.65  C19 1.451, H24 0.967
21 H 25.10 -10.99 -10.09  C19 1.089
22 H 23.85 -11.83 -9.14  C19 1.093
23 H 24.76 -10.52 -8.46  C19 1.093
24 H 25.15 -12.93 -8.15  O20 0.967
25 C 24.61 -13.58 -2.92  O26 1.439, H27 1.083, H28 1.097, H29 1.097
26 O 24.77 -12.37 -2.15  C25 1.439, H30 0.962
27 H 24.11 -14.38 -2.38  C25 1.083
28 H 24.13 -13.36 -3.88  C25 1.097
29 H 25.61 -13.82 -3.29  C25 1.097
30 H 25.12 -11.78 -2.82  O26 0.962
31 C 21.96 -9.75 -11.13  O32 1.413, H33 1.098, H34 1.095, H35 1.091
32 O 22.47 -8.51 -11.59  C31 1.413, H36 0.959
33 H 22.43 -10.69 -11.46  C31 1.098
34 H 22.19 -9.85 -10.07  C31 1.095
35 H 20.89 -9.70 -11.35  C31 1.091
36 H 22.02 -8.25 -12.39  O32 0.959
37 C 19.44 -13.27 -11.00  O38 1.426, H39 1.092, H40 1.096, H41 1.085
38 O 19.74 -13.76 -9.70  C37 1.426, H42 0.974
39 H 20.37 -12.97 -11.48  C37 1.092
40 H 19.09 -14.12 -11.61  C37 1.096
41 H 18.64 -12.53 -10.96  C37 1.085
42 H 20.61 -14.19 -9.76  O38 0.974
43 C 23.40 -14.19 -10.86  O44 1.237, N45 1.348, N46 1.367
44 O 22.57 -14.25 -9.95  C43 1.237
45 N 24.74 -14.23 -10.73  C43 1.348, H47 1.005, H48 1.004
46 N 22.97 -14.13 -12.16  C43 1.367, H49 1.004, H50 1.003
47 H 25.24 -14.02 -9.88  N45 1.005
48 H 25.24 -14.14 -11.60  N45 1.004
49 H 21.96 -14.10 -12.21  N46 1.004
50 H 23.55 -13.77 -12.89  N46 1.003
51 C 17.06 -12.94 -4.91  O52 1.242, N53 1.350, N54 1.345
52 O 17.47 -13.60 -3.94  C51 1.242
53 N 15.77 -12.56 -4.98  C51 1.350, H55 1.003, H56 1.003
54 N 17.87 -12.44 -5.87  C51 1.345, H57 1.004, H58 1.015
55 H 15.22 -12.80 -4.17  N53 1.003
56 H 15.51 -12.21 -5.89  N53 1.003
57 H 17.44 -12.02 -6.67  N54 1.004
58 H 18.86 -12.64 -5.90  N54 1.015
59 C 22.41 -16.29 -3.68  O60 1.229, N61 1.360, N62 1.343
60 O 22.99 -16.93 -2.81  C59 1.229
61 N 22.34 -16.70 -4.97  C59 1.360, H63 1.003, H64 1.005
62 N 21.77 -15.12 -3.49  C59 1.343, H65 1.006, H66 1.003
63 H 22.10 -16.06 -5.71  N61 1.003
64 H 22.68 -17.62 -5.18  N61 1.005
65 H 21.67 -14.75 -2.56  N62 1.006
66 H 21.43 -14.54 -4.24  N62 1.003
67 C 21.81 -11.11 -6.46  C68 1.531, H70 1.089, H71 1.087, H72 1.094
68 C 21.82 -12.62 -6.74  C67 1.531, O69 1.438, H73 1.090, H74 1.092
69 O 20.47 -13.12 -6.64  C68 1.438, H75 0.962
70 H 21.16 -10.85 -5.63  C67 1.089
71 H 21.54 -10.52 -7.33  C67 1.087
72 H 22.82 -10.87 -6.12  C67 1.094
73 H 22.39 -13.28 -6.08  C68 1.090
74 H 22.21 -12.80 -7.74  C68 1.092
75 H 20.26 -13.36 -7.55  O69 0.962
76 C 19.75 -8.20 -4.28  C77 1.544, H79 1.089, H80 1.092, H81 1.091
77 C 20.87 -8.22 -3.22  C76 1.544, O78 1.413, H82 1.093, H83 1.096
78 O 21.84 -9.15 -3.68  C77 1.413, H84 0.961
79 H 19.97 -7.70 -5.22  C76 1.089
80 H 18.91 -7.70 -3.79  C76 1.092
81 H 19.46 -9.22 -4.53  C76 1.091
82 H 20.41 -8.42 -2.25  C77 1.093
83 H 21.43 -7.28 -3.20  C77 1.096
84 H 22.65 -9.02 -3.18  O78 0.961
85 C 18.44 -8.93 -8.05  C86 1.518, H88 1.087, H89 1.090, H90 1.089
86 C 17.77 -9.54 -9.27  C85 1.518, O87 1.426, H91 1.101, H92 1.095
87 O 18.16 -9.03 -10.54  C86 1.426, H93 0.962
88 H 18.46 -7.84 -8.14  C85 1.087
89 H 19.47 -9.28 -8.05  C85 1.090
90 H 17.93 -9.36 -7.20  C85 1.089
91 H 16.69 -9.41 -9.14  C86 1.101
92 H 17.76 -10.63 -9.43  C86 1.095
93 H 17.62 -8.24 -10.66  O87 0.962